# 1
{
  "formula": "C40H48CaN3O4P2S2",
  "method": "ωB97M-V/def2-TZVPD",
  "e_above_lowest_kcal_mol": 7.16,
  "lumo_ev": 2.20,
  "total_charge": -1,
  "e_tot_ha": -4175.3139,
  "homo_lumo_gap_ha": 0.2725,
  "molar_mass_g_mol": 801.001,
  "largest_force_ha_per_bohr": 0.0080,
  "species": ["Ca", "O", "C", "O", "C", "C", "C", "C", "C", "C", "P", "C", "C", "C", "C", "C", "C", "C", "C", "C", "C", "C", "C", "H", "H", "H", "H", "H", "H", "H", "H", "H", "H", "H", "H", "H", "H", "N", "C", "C", "C", "C", "C", "C", "C", "C", "C", "C", "C", "C", "H", "H", "H", "H", "H", "H", "H", "H", "H", "H", "N", "C", "C", "C", "N", "H", "H", "H", "H", "H", "H", "H", "H", "H", "H", "C", "C", "C", "O", "P", "S", "S", "O", "C", "C", "C", "H", "H", "H", "H", "H", "H", "H", "H", "H", "H", "H", "H", "H", "H"],
  "positions_angstrom": [[-0.57940, 0.55034, 1.83895], [0.54079, 4.67342, 1.90354], [-0.26026, 3.93473, 1.35294], [-0.12318, 2.67532, 1.14982], [-1.57655, 4.53526, 0.86556], [-1.86920, 5.83634, 1.26282], [-3.02740, 6.46646, 0.84515], [-3.90417, 5.80100, -0.00206], [-3.62303, 4.50786, -0.41148], [-2.47002, 3.84837, 0.02631], [-2.06387, 2.13793, -0.50391], [-3.54862, 1.62181, -1.47684], [-3.49391, 1.15735, -2.78992], [-4.61132, 0.58531, -3.39199], [-5.80272, 0.47432, -2.69317], [-5.87031, 0.92565, -1.38006], [-4.75257, 1.47936, -0.77781], [-0.83578, 2.47934, -1.82825], [-1.10449, 3.36816, -2.86839], [-0.15051, 3.62105, -3.84167], [1.09149, 2.99947, -3.77901], [1.37794, 2.13031, -2.73832], [0.41686, 1.87360, -1.77020], [-1.15063, 6.33129, 1.90129], [-3.24229, 7.47734, 1.16923], [-4.80564, 6.28886, -0.35244], [-4.30931, 4.00660, -1.08181], [-2.56888, 1.23655, -3.34640], [-4.54520, 0.22667, -4.41143], [-6.67254, 0.03237, -3.16209], [-6.79412, 0.83652, -0.82181], [-4.80559, 1.81659, 0.25283], [-2.06653, 3.86784, -2.91026], [-0.36985, 4.31404, -4.64462], [1.83814, 3.20431, -4.53620], [2.34473, 1.65191, -2.65899], [0.66920, 1.22422, -0.94304], [1.66107, -0.36963, 2.44806], [1.15972, -1.58350, 2.99176], [1.29017, -2.75074, 2.24744], [0.75105, -3.94355, 2.69919], [0.07651, -3.97998, 3.91291], [-0.05852, -2.81105, 4.65390], [0.45921, -1.59559, 4.21237], [0.23021, -0.33495, 4.98921], [0.62017, -0.26818, 6.32784], [0.36795, 0.88026, 7.06559], [-0.27148, 1.95190, 6.45538], [-0.65344, 1.86617, 5.11793], [-0.42442, 0.72671, 4.32843], [2.34425, -0.53434, 1.71230], [2.00819, 0.28494, 3.13888], [1.82118, -2.73514, 1.29949], [0.87020, -4.83405, 2.09456], [-0.34520, -4.90722, 4.28054], [-0.59565, -2.82321, 5.59551], [1.12727, -1.11085, 6.78952], [0.67629, 0.94181, 8.10262], [-0.46212, 2.85840, 7.02086], [-1.13768, 2.73403, 4.67636], [-2.65129, -0.83738, 2.22890], [-2.54093, -2.26797, 1.89139], [-2.46916, -2.49144, 0.38121], [-1.06192, -2.42921, -0.20058], [-0.49318, -1.07910, -0.13673], [-2.66090, -0.71205, 3.23857], [-3.52009, -0.45884, 1.86480], [-3.38052, -2.83710, 2.30326], [-1.63016, -2.64936, 2.36389], [-3.11498, -1.76179, -0.12646], [-2.87518, -3.47915, 0.15221], [-1.08157, -2.80986, -1.22654], [-0.40767, -3.09613, 0.35699], [-0.89999, -0.49951, -0.86824], [0.51491, -1.08930, -0.31417], [6.55126, -3.40004, -2.74706], [5.75655, -2.59914, -1.73178], [6.55589, -2.24284, -0.49420], [4.63963, -3.39909, -1.31453], [3.13517, -2.91494, -1.60430], [1.94355, -4.32425, -0.95071], [2.91593, -1.02941, -0.97113], [3.23507, -2.92161, -3.23014], [2.32481, -2.35901, -4.19060], [2.84006, -1.00588, -4.65024], [0.87338, -2.29848, -3.72837], [7.41264, -2.82598, -3.09456], [5.91819, -3.64908, -3.59778], [6.90447, -4.32595, -2.28855], [5.38497, -1.67975, -2.19280], [6.89107, -3.15624, 0.00185], [5.92961, -1.67790, 0.19598], [7.42649, -1.64016, -0.75938], [2.38187, -3.05493, -5.03224], [2.80444, -0.30530, -3.81929], [2.22770, -0.62338, -5.46982], [3.87389, -1.09153, -4.99003], [0.76294, -1.57608, -2.91852], [0.54452, -3.27431, -3.37382], [0.24231, -1.98656, -4.56344]]
}

# 2
{
  "formula": "C3H9O2S",
  "method": "ωB97M-V/def2-TZVPD",
  "e_above_lowest_kcal_mol": 29.86,
  "lumo_ev": 3.23,
  "total_charge": -1,
  "e_tot_ha": -668.3462,
  "homo_lumo_gap_ha": 0.2455,
  "molar_mass_g_mol": 109.170,
  "largest_force_ha_per_bohr": 0.1016,
  "species": ["C", "O", "C", "C", "S", "H", "H", "H", "H", "H", "H", "H", "H", "H", "O"],
  "positions_angstrom": [[0.82598, 0.24266, 1.19632], [1.49059, -0.83169, 0.60241], [-0.65430, 0.17722, 0.80895], [-1.13248, -0.22853, -0.64136], [-2.78850, -0.20620, -1.24224], [1.09449, 1.29974, 0.65504], [0.85269, 0.28689, 2.30639], [-1.03665, -0.56475, 1.50929], [-1.15283, 1.11537, 1.09251], [-0.84328, -1.28615, -0.80651], [-0.38978, 0.39514, -1.31566], [-3.13167, -0.73072, -0.06713], [2.97129, 0.38824, -1.66709], [1.84006, -0.25870, -0.73433], [2.05439, 0.20150, -1.69657]]
}

# 3
{
  "formula": "C2H5OP",
  "method": "ωB97M-V/def2-TZVPD",
  "e_above_lowest_kcal_mol": 32.75,
  "lumo_ev": [0.99, -2.24],
  "e_tot_ha": -495.6058,
  "homo_lumo_gap_ha": [0.2481, 0.2818],
  "molar_mass_g_mol": 76.035,
  "spin_multiplicity": 3,
  "largest_force_ha_per_bohr": 0.0750,
  "species": ["C", "C", "O", "P", "H", "H", "H", "H", "H"],
  "positions_angstrom": [[0.64703, 0.81690, -0.12988], [-0.13278, -0.32063, -0.66852], [0.22560, -1.58725, -0.21408], [-1.52614, 0.63141, 0.23175], [1.19720, 0.67457, 0.78053], [0.85154, 1.68283, -0.72893], [-0.29031, -0.32196, -1.75116], [-0.47367, -1.96596, 0.32862], [-1.29246, -0.03167, 1.44389]]
}

# 4
{
  "formula": "C4H2F2O",
  "method": "ωB97M-V/def2-TZVPD",
  "e_above_lowest_kcal_mol": 75.81,
  "lumo_ev": 0.07,
  "e_tot_ha": -428.4330,
  "homo_lumo_gap_ha": 0.3256,
  "molar_mass_g_mol": 104.055,
  "largest_force_ha_per_bohr": 0.0730,
  "species": ["C", "C", "C", "C", "O", "F", "F", "H", "H"],
  "positions_angstrom": [[-0.08966, -0.71259, -0.73687], [0.97178, -0.01156, -0.59846], [1.95957, 0.47586, 0.00559], [-1.23439, -0.55834, -0.05649], [-1.86848, 0.61723, 0.15777], [2.97465, -0.24161, 0.52628], [-1.97686, -1.53016, 0.51064], [2.01482, 1.50678, -0.15059], [-2.75143, 0.45439, 0.34212]]
}

# 5
{
  "formula": "C27H32AsN2O3S2W",
  "method": "ωB97M-V/def2-TZVPD",
  "e_above_lowest_kcal_mol": 0.00,
  "lumo_ev": [-9.53, -10.65],
  "total_charge": 3,
  "e_tot_ha": -4481.6204,
  "homo_lumo_gap_ha": [0.2775, 0.2376],
  "molar_mass_g_mol": 755.460,
  "spin_multiplicity": 3,
  "largest_force_ha_per_bohr": 0.0112,
  "species": ["W", "C", "C", "C", "C", "C", "C", "C", "C", "C", "C", "H", "H", "H", "H", "H", "H", "H", "H", "H", "H", "H", "H", "H", "H", "N", "C", "C", "C", "C", "C", "C", "C", "H", "H", "H", "H", "H", "O", "C", "N", "S", "O", "O", "C", "C", "C", "C", "C", "C", "H", "H", "H", "H", "C", "As", "C", "C", "S", "H", "H", "H", "H", "H", "H", "H", "H", "H"],
  "positions_angstrom": [[-0.51112, -0.81925, 0.68567], [1.32473, -4.19055, -1.44915], [-0.08548, -3.62455, -1.57227], [-0.17283, -2.58438, -2.69565], [-0.64570, -3.10867, -0.26213], [0.09476, -3.13604, 0.95170], [-0.45910, -2.76076, 2.18266], [-1.79013, -2.30659, 2.25474], [-2.42397, -2.00627, 3.57308], [-2.51961, -2.22340, 1.03635], [-1.97173, -2.63553, -0.18364], [1.63163, -4.59234, -2.41296], [1.38268, -5.00776, -0.72894], [2.04250, -3.41522, -1.17302], [-0.76119, -4.44994, -1.83015], [0.52650, -1.76647, -2.51420], [-1.17860, -2.17836, -2.81697], [0.09930, -3.05519, -3.63837], [1.13159, -3.44408, 0.92469], [0.14565, -2.79780, 3.08042], [-2.78789, -2.95157, 3.98716], [-3.27829, -1.34003, 3.47639], [-1.70153, -1.59240, 4.27517], [-3.53229, -1.83982, 1.05848], [-2.57437, -2.57735, -1.08155], [-0.84580, 0.33484, -1.00837], [-1.02020, 0.98018, -1.95102], [-1.23306, 1.76760, -3.10126], [-0.12925, 2.40133, -3.69667], [-0.33002, 3.16504, -4.82756], [-1.61090, 3.29251, -5.35991], [-2.70114, 2.65799, -4.76982], [-2.52522, 1.88910, -3.63823], [0.86098, 2.28236, -3.27659], [0.50585, 3.65842, -5.30342], [-1.76099, 3.88932, -6.24988], [-3.68674, 2.76014, -5.20250], [-3.36358, 1.37955, -3.18082], [1.37629, -0.94732, -0.20087], [1.97377, -0.32560, 0.77555], [1.05895, 0.33660, 1.50908], [1.36429, 0.62036, 3.19578], [1.18275, -0.67096, 3.81373], [2.93507, 0.96099, 3.02284], [3.80548, 0.21336, 2.25644], [5.12723, 0.15322, 2.63965], [6.01117, -0.55171, 1.83693], [5.58836, -1.19501, 0.66787], [4.26784, -1.13538, 0.29550], [3.35538, -0.41911, 1.09254], [5.45034, 0.64845, 3.54489], [7.05222, -0.60661, 2.12687], [6.30287, -1.73528, 0.06347], [3.91908, -1.62046, -0.60653], [-2.22442, 3.68990, 3.14309], [-1.77532, 2.82422, 1.49708], [-0.01802, 3.36636, 0.95901], [-3.05269, 3.33118, 0.16052], [-1.96482, 0.69204, 1.96430], [-2.20429, 4.76751, 2.97932], [-1.49672, 3.41061, 3.90245], [-3.22275, 3.38212, 3.44920], [-0.07556, 4.41098, 0.65042], [0.33385, 2.75364, 0.13345], [0.65654, 3.28037, 1.80850], [-3.06438, 4.42055, 0.10910], [-4.03525, 2.96783, 0.45572], [-2.77276, 2.92313, -0.80738]]
}

# 6
{
  "formula": "C48H52AsBrN2O6ScSi",
  "method": "ωB97M-V/def2-TZVPD",
  "e_above_lowest_kcal_mol": 33.30,
  "lumo_ev": 2.24,
  "total_charge": -1,
  "e_tot_ha": -8281.5756,
  "homo_lumo_gap_ha": 0.2572,
  "molar_mass_g_mol": 980.820,
  "largest_force_ha_per_bohr": 0.0373,
  "species": ["Sc", "Br", "C", "C", "C", "C", "O", "C", "C", "N", "C", "C", "C", "C", "C", "C", "C", "C", "N", "C", "C", "H", "H", "H", "H", "H", "H", "H", "H", "H", "H", "C", "As", "C", "C", "O", "H", "H", "H", "H", "H", "H", "H", "H", "H", "C", "C", "C", "C", "Si", "O", "C", "C", "C", "C", "C", "C", "C", "C", "C", "C", "C", "C", "H", "H", "H", "H", "H", "H", "H", "H", "H", "H", "H", "H", "H", "H", "H", "H", "H", "H", "H", "C", "C", "C", "C", "C", "C", "H", "H", "H", "H", "H", "H", "H", "H", "H", "O", "C", "C", "C", "C", "C", "C", "C", "O", "O", "H", "H", "H", "H", "H"],
  "positions_angstrom": [[0.41859, -0.15321, -0.29506], [-1.62229, -3.37228, 6.57356], [-1.19109, -2.87088, 4.78641], [-0.85014, -3.85623, 3.85627], [-0.56526, -3.50690, 2.56014], [-0.60428, -2.15453, 2.10050], [-0.40562, -1.88143, 0.87214], [-0.93095, -1.17686, 3.08613], [-1.14463, 0.21329, 2.75833], [-1.02705, 0.74312, 1.60005], [-1.40336, 2.09451, 1.47306], [-1.07705, 3.08125, 2.35970], [-1.46878, 4.42171, 2.12598], [-2.17299, 4.76657, 1.01157], [-2.50109, 3.77038, 0.05545], [-3.18536, 4.04007, -1.15090], [-3.39604, 3.03327, -2.04623], [-2.90665, 1.74095, -1.74508], [-2.29889, 1.44849, -0.62972], [-2.10263, 2.43856, 0.27719], [-1.21802, -1.55584, 4.40573], [-0.81614, -4.89455, 4.16224], [-0.29203, -4.27445, 1.84771], [-1.51559, 0.82834, 3.58674], [-0.46613, 2.84167, 3.22129], [-1.18637, 5.18312, 2.84274], [-2.46670, 5.79389, 0.83153], [-3.51018, 5.05354, -1.35939], [-3.89600, 3.21550, -2.98882], [-2.99575, 0.93324, -2.46467], [-1.47523, -0.78747, 5.12620], [0.69897, -2.75246, -3.64490], [-0.58249, -2.70421, -2.21851], [-2.16935, -3.37506, -3.07178], [-0.04974, -4.10123, -1.02684], [-0.97882, -1.19438, -1.63186], [0.49742, -3.64167, -4.24348], [1.70379, -2.75967, -3.23169], [0.58076, -1.84557, -4.23530], [-2.03797, -4.41362, -3.37200], [-2.36796, -2.75636, -3.94560], [-3.00259, -3.28679, -2.37655], [0.11944, -4.98496, -1.64376], [-0.84426, -4.26770, -0.30525], [0.85630, -3.80731, -0.50163], [5.10291, 1.30263, 3.25551], [3.91135, 1.24898, 2.29502], [4.42031, 1.46381, 0.86190], [2.91953, 2.37807, 2.61253], [2.99342, -0.42103, 2.27829], [1.75225, -0.33512, 1.28795], [2.54282, -0.95791, 4.04757], [2.40253, -0.09460, 5.13911], [2.11353, -0.56520, 6.41584], [1.95443, -1.92537, 6.63384], [2.07216, -2.80495, 5.56608], [2.36057, -2.32389, 4.29710], [4.24809, -1.75515, 1.77312], [5.21877, -2.24193, 2.65527], [6.14980, -3.19431, 2.26021], [6.12534, -3.69175, 0.96295], [5.16565, -3.23040, 0.07195], [4.23956, -2.27326, 0.47455], [5.60240, 2.27741, 3.17291], [5.84400, 0.53473, 3.01774], [4.80670, 1.16700, 4.29792], [4.92958, 2.43514, 0.78755], [3.60060, 1.45292, 0.14107], [5.13616, 0.68819, 0.57219], [3.41789, 3.35215, 2.50507], [2.54238, 2.32600, 3.63647], [2.06913, 2.35736, 1.92935], [2.52186, 0.97085, 5.00081], [2.01343, 0.13156, 7.24025], [1.72579, -2.29853, 7.62446], [1.92247, -3.86685, 5.72209], [2.44851, -3.02808, 3.47666], [5.23498, -1.88711, 3.68099], [6.89006, -3.55426, 2.96554], [6.84742, -4.43746, 0.65106], [5.13791, -3.61664, -0.94106], [3.50602, -1.90402, -0.23241], [5.01213, -1.09644, -3.66472], [3.99194, 0.03496, -3.47633], [4.70820, 1.27925, -2.93319], [3.33463, 0.37072, -4.82117], [2.95615, -0.38040, -2.51697], [2.08261, -0.65010, -1.71035], [5.79105, -0.79205, -4.37058], [4.52453, -1.99326, -4.05337], [5.48152, -1.34778, -2.71257], [5.48713, 1.60205, -3.63109], [5.16575, 1.06549, -1.96711], [3.99879, 2.09707, -2.79428], [4.08476, 0.73122, -5.53207], [2.57309, 1.14032, -4.68866], [2.85342, -0.51328, -5.24532], [2.61093, 4.02437, -0.26139], [1.68350, 4.62646, -1.04224], [1.73343, 5.99697, -1.29125], [0.80558, 6.59529, -2.12776], [-0.16893, 5.82595, -2.74774], [-0.20154, 4.46090, -2.50504], [0.69411, 3.84429, -1.64075], [0.51183, 2.36622, -1.40259], [0.06193, 1.66732, -2.31297], [0.78015, 1.89897, -0.23689], [3.20781, 4.68982, 0.10222], [2.51511, 6.58918, -0.82626], [0.85715, 7.66283, -2.30434], [-0.89216, 6.28272, -3.41078], [-0.94245, 3.83028, -2.97918]]
}